Entry 1:
39
Properties=species:S:1:pos:R:3:forces:R:3:mulliken_charge:R:1 method="wB97M-V/def2-TZVPD" smiles="COCCCCCCCNC1=[NH+]CCN1" lumo_energy_ev=-4.281 charge=+1 relative_energy_ev=6.270 energy_ev=-18300.732 homo_lumo_gap_ha=0.288 e_homo_ev=-12.127
C 2.593021 -1.760135 1.296645 0.04 -0.36 0.45 -0.258
O 3.777144 -1.101971 0.712141 -1.65 -1.34 -0.97 -0.378
C 3.627995 -0.992569 -0.747462 -0.22 1.48 -0.78 -0.497
C 3.138731 0.573398 -1.065606 0.36 -0.01 -0.80 -0.480
C 1.623694 0.648981 -1.718084 0.37 0.37 0.76 -0.136
C 0.860731 1.963574 -1.086432 -0.28 0.04 -0.31 -0.758
C 0.594973 1.777285 0.538570 0.02 0.70 -0.47 -0.025
C -1.013904 1.962573 0.882052 0.89 0.34 0.44 -0.498
C -1.376696 1.037661 2.204586 0.65 2.15 0.97 -0.668
N -2.465954 0.015021 1.970122 -0.52 -2.31 -1.81 -0.059
C -2.550048 -0.873957 0.927504 0.79 -1.55 -1.42 0.209
N -3.826598 -1.574708 0.415859 1.43 0.73 0.98 -0.466
C -3.856855 -1.025898 -1.025723 2.41 1.61 1.46 -0.429
C -2.238056 -1.260271 -1.375102 -1.08 -0.20 -2.56 -0.325
N -1.516843 -1.441156 -0.023208 -2.91 3.36 1.41 -0.175
H 1.622962 -1.339278 0.772210 1.70 -0.79 1.19 -0.062
H 2.606497 -2.943377 1.169847 0.08 2.48 0.05 0.270
H 2.598525 -1.544188 2.460258 -0.06 -0.27 -2.54 0.251
H 2.812488 -1.747130 -1.132884 1.68 1.35 0.64 0.295
H 4.643347 -1.142805 -1.344312 -2.06 -0.04 1.77 0.275
H 3.267520 1.231735 -0.089948 -0.45 -1.57 -1.93 0.232
H 3.862934 1.060667 -1.873360 -1.45 -1.09 1.77 0.386
H 1.038184 -0.335912 -1.383699 1.10 2.01 -0.96 -0.133
H 1.756726 0.703031 -2.898995 -0.68 -0.19 2.62 0.341
H 1.511500 2.926609 -1.336202 -1.38 -2.09 0.72 0.292
H -0.214773 2.162443 -1.558195 2.38 -0.55 0.68 0.333
H 1.171757 2.636930 1.101251 -1.13 -1.89 -0.97 0.386
H 1.012937 0.748684 0.946406 -0.88 2.04 -0.96 -0.181
H -1.724463 1.748159 -0.023521 1.41 0.11 1.69 0.274
H -1.148017 3.122033 1.132804 0.02 -2.72 -0.38 0.371
H -0.399713 0.588111 2.697641 -2.13 0.60 -1.25 0.320
H -1.804094 1.803729 3.014498 0.71 -2.05 -1.69 0.366
H -3.235344 -0.041701 2.700931 1.05 0.13 -1.62 0.339
H -3.537300 -2.598564 0.415760 -0.60 1.60 -0.15 0.344
H -4.627733 -1.485454 -1.776561 1.61 0.78 1.83 0.342
H -3.979307 0.143994 -0.832545 -0.26 -2.52 -0.90 0.261
H -2.301985 -2.182307 -2.092828 1.00 1.30 1.79 0.345
H -1.760878 -0.393385 -2.001303 -0.89 -1.55 1.38 0.218
H -0.543105 -1.069853 0.026883 -1.08 -0.10 -0.11 0.076

=====

Entry 2:
41
Properties=species:S:1:pos:R:3:forces:R:3:mulliken_charge:R:1 method="wB97M-V/def2-TZVPD" lumo_energy_ev=0.756 relative_energy_ev=0.000 energy_ev=-21850.476 homo_lumo_gap_ha=0.353 e_homo_ev=-8.855
C -0.242374 -1.866528 -3.734231 0.01 -0.12 -0.04 -1.065
N -0.418707 -0.540944 -3.163331 0.08 -0.08 -0.01 0.138
C -0.197612 0.487209 -4.164984 0.05 0.09 0.00 -1.084
H -0.243454 1.468095 -3.697988 0.01 0.08 -0.04 0.322
H 0.793702 0.356735 -4.596534 0.01 0.04 -0.03 0.352
H -0.940038 0.445743 -4.974032 -0.03 -0.02 0.00 0.341
C -1.722553 -0.411784 -2.514585 0.03 0.18 0.24 -1.184
C -1.797727 0.833143 -1.628058 -0.18 -0.23 -0.03 -0.479
C -2.837729 0.705370 -0.511431 0.10 0.31 0.03 -0.845
C -2.508366 1.625204 0.664187 -0.24 -0.05 -0.05 -0.760
N -1.491977 1.019690 1.501944 0.18 -0.15 -0.25 -0.183
C -0.942001 1.917666 2.495706 0.04 -0.05 0.25 -0.583
H -1.782075 2.257657 3.111341 0.08 0.07 -0.04 0.409
H -0.481722 2.819168 2.045469 -0.08 -0.04 0.08 0.327
C 0.076748 1.211220 3.391686 0.12 0.22 -0.22 -0.624
H 0.138437 1.745526 4.340794 0.01 0.00 0.06 0.384
H -0.277490 0.199715 3.591634 -0.01 -0.02 0.10 0.296
C 1.495608 1.138723 2.813103 -0.08 -0.08 0.51 -1.053
N 1.612523 0.255519 1.677959 -0.08 0.27 -0.29 -0.087
C 1.975635 -1.038234 1.814146 -0.10 0.44 0.03 0.809
O 2.283813 -1.540592 2.881149 0.00 -0.19 -0.08 -0.657
C 1.968988 -1.857449 0.564020 0.04 0.01 0.17 -0.276
N 1.578128 -1.610261 -0.613970 -0.22 -0.18 -0.94 -0.619
O 1.106250 -0.349648 -0.920947 0.25 -0.14 0.64 -0.378
H 0.690478 -0.441696 -1.829830 -0.05 -0.08 0.08 0.555
H 2.325844 -2.869937 0.701480 0.02 -0.04 0.04 0.394
H 1.381206 0.599705 0.758509 0.12 -0.19 0.00 0.406
H 1.833314 2.136421 2.517680 0.02 -0.07 0.04 0.362
H 2.164678 0.746074 3.584045 -0.02 0.17 -0.11 0.435
H -0.748572 0.639686 0.925647 -0.06 -0.04 0.03 0.041
H -3.397413 1.772059 1.287062 0.03 0.08 -0.08 0.451
H -2.204151 2.618279 0.282148 -0.07 -0.06 0.04 0.313
H -3.830327 0.939327 -0.898327 -0.05 -0.05 0.00 0.492
H -2.857474 -0.317055 -0.130889 -0.06 -0.06 0.01 0.397
H -2.024002 1.717119 -2.226767 0.07 0.06 0.01 0.348
H -0.814644 0.980663 -1.179810 0.03 0.07 -0.02 0.406
H -1.850011 -1.295672 -1.884238 -0.02 0.01 -0.04 0.466
H -2.538234 -0.406527 -3.254990 0.04 -0.09 -0.01 0.382
H 0.753541 -1.936853 -4.168741 0.02 -0.06 -0.02 0.365
H -0.982648 -2.089114 -4.514596 -0.02 0.03 -0.02 0.374
H -0.327157 -2.612103 -2.945418 0.01 -0.04 -0.01 0.312